116
Properties=species:S:1:pos:R:3 method="wB97M-V/def2-TZVPD" e_homo_ev="-7.3 / -7.1" s2=16.106 gap_ev="7.73 / 6.12" multiplicity=8 e_tot_ev=-112737.924
Gd -1.198 -1.362 -0.492
I -1.021 -4.119 -1.809
P 2.183 -1.826 0.539
P -2.543 1.022 -1.229
P -1.403 -0.866 2.649
Si 0.423 0.986 0.292
N -0.531 -0.932 -3.164
N 0.732 -0.232 -3.068
N -4.711 -2.019 0.472
C 0.431 2.787 2.418
C -0.476 -3.656 2.948
C 4.627 -2.292 2.092
C 3.081 -3.137 -0.450
C -4.926 0.040 -2.543
C 3.141 -1.911 2.187
C -0.642 0.770 3.135
C 3.027 -0.502 2.919
C 0.799 3.447 -1.232
C 0.578 3.236 3.764
C 1.779 -1.232 -5.044
C -3.280 1.105 -4.162
C -0.025 1.528 2.108
C 2.616 -4.493 0.105
C -0.654 4.371 -2.835
C -3.168 2.490 1.122
C -1.251 2.277 -1.717
C 2.853 -3.096 -1.974
C -3.688 2.137 -0.318
C 0.551 4.435 -2.140
C -0.227 -2.186 4.947
C 4.999 0.882 -0.529
C -0.645 1.295 4.442
C 1.480 0.074 -4.298
C -0.042 2.495 4.750
C 4.447 2.087 -0.032
C -3.275 -0.345 4.777
C -3.656 -1.648 0.089
C -3.510 -2.511 3.541
C -4.262 3.406 -0.988
C -3.418 0.418 -2.779
C 2.292 0.970 0.197
C -3.062 -1.046 3.436
C 3.127 2.093 0.351
C 0.642 0.996 -5.235
C -0.309 -2.135 3.448
C -0.085 2.357 -0.963
C -1.475 3.268 -2.672
C 2.668 0.862 -3.807
C 4.292 -0.283 -0.516
C 2.945 -0.255 -0.080
H -5.048 -0.413 -1.562
H 2.513 -1.121 -5.847
H -2.895 -3.014 4.287
H -3.740 0.487 -4.925
H 2.808 2.995 0.824
H 0.465 -2.978 5.205
H 4.737 -1.216 -0.816
H -1.192 -2.375 5.431
H 1.607 -4.804 -0.241
H 2.296 -1.954 -4.408
H -4.923 3.943 -0.326
H 4.793 -3.339 1.738
H 3.320 0.265 -3.220
H -3.747 -0.568 2.672
H -4.342 -0.358 4.983
H 2.634 -2.695 2.798
H -4.579 1.498 -0.040
H 3.410 -0.624 3.953
H 5.166 -2.137 3.000
H 0.079 2.715 5.837
H 0.653 -1.780 3.042
H -2.280 1.359 -4.586
H 0.333 1.866 -4.751
H 2.309 1.719 -3.193
H -5.572 0.929 -2.623
H 0.208 -1.323 5.416
H -1.312 -4.226 3.372
H -1.150 -0.547 -3.908
H 1.817 -3.085 -2.278
H -4.832 3.167 -1.909
H -2.431 3.302 -3.078
H 3.288 1.269 -4.628
H 3.305 -2.252 -2.431
H -2.990 0.724 4.818
H -3.421 -3.048 2.583
H -0.952 5.199 -3.489
H -3.474 4.080 -1.296
H -2.893 -0.586 -2.888
H -2.930 1.633 1.703
H 3.277 -4.014 -2.413
H 6.022 0.870 -0.921
H -2.182 3.017 1.047
H 1.186 5.310 -2.272
H -0.360 -1.908 -3.467
H 0.938 -1.758 -5.438
H 3.244 -5.268 -0.342
H -3.839 2.009 -4.303
H 3.620 0.204 2.342
H 2.652 -4.472 1.194
H 4.155 -3.064 -0.200
H -3.851 3.180 1.595
H -5.208 -0.699 -3.332
H -1.051 0.648 5.215
H -2.817 -0.873 5.612
H 5.152 2.905 0.174
H 0.445 -4.164 3.167
H -0.515 -3.675 1.878
H 0.448 0.626 -2.634
H 0.807 3.459 1.621
H 1.134 4.170 3.944
H 5.198 -1.644 1.396
H -4.525 -2.595 3.808
H -0.207 0.497 -5.689
H 1.765 3.507 -0.756
H 1.197 1.282 -6.084
H 2.040 -0.003 2.981